Density functional theory data (ωB97M-V/def2-TZVPD) for a molecular structure, C45H47ClEuN2O4S5 at a distorted geometry.

The geometry in XYZ format:
```
105
Properties=species:S:1:pos:R:3
Eu 0.064 -0.070 0.266
O 2.308 -0.402 -0.510
S 3.236 -0.653 -1.733
C 3.078 0.977 -2.685
C 3.454 2.307 -1.989
C 2.679 3.544 -2.462
C 1.212 3.679 -2.090
S 0.767 3.505 -0.264
O 1.097 2.029 0.074
C 1.939 4.533 0.651
C 2.539 4.069 1.798
C 3.399 4.870 2.596
C 3.660 6.156 2.186
C 3.083 6.651 1.016
C 2.170 5.826 0.244
C 4.945 -0.635 -1.066
C 6.074 -0.417 -1.831
C 7.344 -0.716 -1.253
C 7.493 -1.240 0.049
C 6.308 -1.422 0.758
C 5.064 -1.068 0.253
H 2.022 0.973 -2.935
H 3.658 0.825 -3.571
H 4.547 2.458 -2.150
H 3.362 2.167 -0.928
H 2.751 3.540 -3.568
H 3.295 4.408 -2.190
H 0.576 2.927 -2.572
H 0.881 4.721 -2.353
H 2.223 3.123 2.226
H 3.943 4.365 3.375
H 4.326 6.744 2.817
H 3.279 7.689 0.660
H 1.630 6.188 -0.634
H 6.036 -0.220 -2.931
H 8.263 -0.531 -1.802
H 8.482 -1.439 0.419
H 6.366 -1.787 1.812
H 4.116 -1.106 0.812
Cl -1.911 -1.830 4.170
C -1.524 -0.159 4.010
C -2.379 0.872 4.381
C -2.112 2.232 4.183
C -0.827 2.603 3.899
C 0.160 1.597 3.834
C -0.171 0.235 3.631
C 0.692 -0.552 2.874
H -3.327 0.580 4.836
H -2.948 2.972 4.334
H -0.527 3.651 3.743
H 1.158 1.960 3.932
H 0.639 -1.634 2.965
H 1.691 -0.116 2.720
S 2.021 -7.708 0.775
C 1.598 -5.979 0.768
C 1.739 -5.158 -0.406
C 1.191 -3.884 -0.370
N 0.759 -3.304 0.753
C 0.802 -4.012 1.884
C 1.154 -5.373 1.948
C 1.160 -8.380 -0.604
C 0.050 -7.717 -1.219
C -0.601 -8.440 -2.213
N -0.218 -9.639 -2.664
C 0.896 -10.178 -2.154
C 1.528 -9.682 -1.012
H 1.900 -5.584 -1.385
H 1.178 -3.245 -1.304
H 0.494 -3.471 2.807
H 1.018 -5.866 2.857
H -0.296 -6.764 -0.902
H -1.435 -7.995 -2.735
H 1.260 -11.129 -2.631
H 2.209 -10.356 -0.547
C -4.088 -2.314 -3.462
O -3.037 -1.370 -3.409
C -2.193 -1.207 -2.293
S -2.486 -2.088 -0.883
S -0.821 -0.225 -2.556
H -4.924 -1.808 -3.989
H -4.535 -2.473 -2.466
H -3.926 -3.264 -3.938
C -8.497 3.285 0.382
C -7.021 3.003 0.203
C -6.436 1.801 0.726
C -5.071 1.564 0.685
C -4.451 0.275 1.125
C -4.214 2.382 -0.136
C -2.789 2.025 -0.391
O -1.904 1.629 0.425
C -4.776 3.454 -0.804
C -4.115 4.415 -1.799
C -6.134 3.737 -0.626
H -8.579 3.848 1.338
H -9.142 2.417 0.480
H -8.908 4.019 -0.347
H -7.080 1.007 1.149
H -3.408 0.569 1.459
H -4.279 -0.482 0.337
H -5.042 -0.201 1.929
H -2.458 2.276 -1.434
H -3.043 4.300 -1.871
H -4.356 5.481 -1.533
H -4.474 4.201 -2.846
H -6.500 4.634 -1.108
```

Energy = -5314.75917 Ha
<S²> = 15.76
Frontier orbital gap (alpha / beta) = 5.153 / 5.198 eV
LUMO energy (alpha / beta) = -0.06 / -0.06 eV
Relative energy (zero: lowest compared OMol25 entry of this formula, charge and spin) = 0.00 kcal per mole
2S+1 = 8
Charge = 0